Entry 1:
Here is a 2-piece molecular cluster, C5H6N2O3 overall at a distorted geometry from the OMol25 dataset. Energies are from ωB97M-V/def2-TZVPD.

The energy above the lowest of the compared OMol25 structures with the same formula, charge and spin comes out at 4.552 eV. As for the spin multiplicity: 1. The calculation puts the HOMO-LUMO gap (alpha / beta) at 9.5 / 7.3 eV. The HOMO energy (alpha / beta) is -9.50 / -7.91 eV.

Each line ends with the natural charge from an NBO analysis.
Positions of all 16 atoms, in Å:
C 5.622 1.226 -0.054  0.91
C 4.885 -1.076 0.037  0.69
C 0.563 -0.196 0.021  0.16
C -0.477 -1.266 -0.182  -0.67
C 0.098 1.215 0.199  -0.63
N 5.663 0.017 0.010  -0.63
N 1.803 -0.420 0.012  0.02
O 5.778 2.368 -0.097  -0.45
O 5.131 -2.213 0.151  -0.47
O 2.498 -1.453 -0.121  -0.28
H -1.332 -1.091 0.467  0.22
H -0.048 -2.244 0.025  0.23
H -0.820 -1.250 -1.218  0.23
H 0.943 1.876 0.364  0.23
H -0.579 1.284 1.049  0.22
H -0.443 1.544 -0.687  0.22

---

Entry 2:
Here is a 2-piece molecular cluster, C5H6N2OS overall at a distorted geometry from the OMol25 dataset. Energies are from ωB97M-V/def2-TZVPD.

The energy above the lowest of the compared OMol25 structures with the same formula, charge and spin comes out at 4.422 eV. As for the spin multiplicity: 1. The calculation puts the HOMO-LUMO gap (alpha / beta) at 7.8 / 7.0 eV. The HOMO energy (alpha / beta) is -8.68 / -8.47 eV.

Each line ends with the natural charge from an NBO analysis.
Positions of all 15 atoms, in Å:
C -0.823 -1.864 1.776  0.20
C -2.738 -2.748 0.567  0.24
C 0.970 -0.436 -0.179  -0.73
C -0.096 -1.011 -1.121  0.29
C -1.420 -2.160 0.577  -0.05
N -0.324 -1.514 2.781  -0.30
N -3.784 -3.221 0.545  -0.30
O -0.988 -1.826 -0.641  -0.31
S -1.916 1.312 0.163  -0.32
H 0.696 0.596 -0.039  0.25
H 0.986 -0.789 0.800  0.26
H 1.958 -0.486 -0.694  0.24
H 0.193 -1.221 -2.201  0.21
H -2.969 0.853 0.863  0.17
H -2.723 2.313 -0.306  0.17

---

Entry 3:
Here is a 2-piece molecular cluster, C5H6N2OS3 overall at a distorted geometry from the OMol25 dataset. Energies are from ωB97M-V/def2-TZVPD.

The energy above the lowest of the compared OMol25 structures with the same formula, charge and spin comes out at 2.803 eV. As for the spin multiplicity: 1. The calculation puts the HOMO-LUMO gap at 7.5 eV. The HOMO energy is -8.55 eV. As for the SMILES: N/C(C=S)=N\S.C#CC(O)=S.

Each line ends with the natural charge from an NBO analysis.
Positions of all 17 atoms, in Å:
N -2.773 -0.258 -0.969  -0.82
C -1.895 0.764 -0.750  0.30
C -0.448 0.478 -0.836  -0.29
S 0.215 -0.977 -1.065  0.05
N -2.168 2.002 -0.502  -0.57
S -3.820 2.401 -0.420  0.16
H -3.704 -0.185 -0.586  0.40
H -2.373 -1.188 -0.990  0.41
H 0.157 1.377 -0.720  0.23
H -3.616 3.657 -0.005  0.13
C 2.356 -2.176 -0.304  -0.14
C 2.756 -1.328 0.453  -0.13
C 3.233 -0.340 1.386  0.14
O 3.378 -0.787 2.642  -0.62
S 3.573 1.192 0.975  0.01
H 2.002 -2.911 -0.996  0.25
H 3.125 -1.723 2.687  0.49

---

Entry 4:
Here is C5H6N2S in the gas phase at a distorted geometry from the OMol25 dataset. Energies are from ωB97M-V/def2-TZVPD.

The energy above the lowest of the compared OMol25 structures with the same formula, charge and spin comes out at 3.031 eV. As for the spin multiplicity: 1. The calculation puts the HOMO-LUMO gap at 7.6 eV. The HOMO energy is -8.60 eV. As for the SMILES: CN/C=C\C(=S)C#N.

Each line ends with the natural charge from an NBO analysis.
Positions of all 14 atoms, in Å:
C -0.113 -2.275 -1.265  -0.42
N -0.210 -0.781 -0.841  -0.54
C 0.586 -0.328 0.102  0.14
C 0.433 0.864 0.854  -0.37
C -0.611 1.785 0.743  -0.28
S -1.794 1.721 -0.339  -0.05
C -0.255 2.847 1.614  0.25
N 0.131 3.579 2.516  -0.28
H -0.995 -2.813 -0.924  0.22
H 0.949 -2.630 -0.889  0.22
H 0.067 -2.245 -2.400  0.22
H -1.010 -0.286 -1.083  0.43
H 1.633 -0.768 0.341  0.22
H 1.189 1.330 1.572  0.24

---

Entry 5:
Here is an isolated ion of composition C5H6N3O3S and charge -1 at a distorted geometry from the OMol25 dataset. Energies are from ωB97M-V/def2-TZVPD.

The energy above the lowest of the compared OMol25 structures with the same formula, charge and spin comes out at 0.000 eV. As for the spin multiplicity: 1. The calculation puts the HOMO-LUMO gap at 7.4 eV. The HOMO energy is -4.02 eV. As for the charge: -1. As for the SMILES: CN(C)N1C(=O)S/C(=N\[O-])C1=O.

Each line ends with the natural charge from an NBO analysis.
Positions of all 18 atoms, in Å:
C 1.196 -0.079 -0.111  -0.41
N -0.032 0.610 -0.202  -0.27
C -1.112 -0.084 0.454  -0.40
N -0.417 1.065 -1.515  -0.34
C -0.557 0.162 -2.549  0.48
O -0.533 -1.020 -2.264  -0.65
S -0.662 0.924 -4.097  0.17
C -0.841 2.583 -3.211  -0.19
N -1.079 3.639 -3.892  0.02
O -1.345 3.558 -5.098  -0.54
C -0.554 2.419 -1.808  0.61
O -0.378 3.278 -0.913  -0.63
H 1.901 0.202 -0.976  0.22
H 1.726 0.176 0.870  0.18
H 1.095 -1.145 0.071  0.18
H -1.196 0.217 1.437  0.18
H -2.124 0.103 -0.070  0.22
H -0.855 -1.269 0.358  0.17

---

Entry 6:
Here is an isolated ion of composition C5H6N3S and charge +1 at a distorted geometry from the OMol25 dataset. Energies are from ωB97M-V/def2-TZVPD.

The energy above the lowest of the compared OMol25 structures with the same formula, charge and spin comes out at 0.016 eV. As for the spin multiplicity: 1. The calculation puts the HOMO-LUMO gap at 10.0 eV. The HOMO energy is -13.90 eV. As for the charge: +1.

Each line ends with the natural charge from an NBO analysis.
Positions of all 15 atoms, in Å:
C -0.685 2.156 0.001  0.26
C -2.319 0.843 0.000  0.17
C -1.405 -1.272 0.000  -0.06
C -2.732 -1.533 0.000  -0.37
C 1.224 0.487 0.000  -0.43
N -1.994 2.134 0.000  -0.41
N -1.191 0.075 0.000  -0.13
N -0.143 0.920 0.000  -0.13
S -3.728 -0.115 0.000  0.58
H -0.104 3.057 0.000  0.25
H -0.596 -1.978 0.000  0.26
H -3.186 -2.505 0.000  0.28
H 1.438 -0.104 0.893  0.24
H 1.434 -0.113 -0.888  0.24
H 1.868 1.364 -0.006  0.26

---

Entry 7:
Here is C5H6N4O2 as an isolated structure at a distorted geometry from the OMol25 dataset. Energies are from ωB97M-V/def2-TZVPD.

The energy above the lowest of the compared OMol25 structures with the same formula, charge and spin comes out at 6.458 eV. As for the spin multiplicity: 1. The calculation puts the HOMO-LUMO gap at 8.5 eV. The HOMO energy is -9.25 eV.

Each line ends with the natural charge from an NBO analysis.
Positions of all 17 atoms, in Å:
C 0.793 1.877 -0.322  -0.13
C 0.124 2.850 0.230  -0.20
C 0.100 -1.460 -1.116  -0.32
C -0.787 0.680 -0.526  0.11
C -0.518 -0.671 0.169  0.50
N -1.208 2.653 0.510  -0.09
N -0.385 -0.747 -2.194  -0.09
N -1.603 1.522 0.123  -0.18
N -0.880 0.345 -1.919  -0.13
O 0.509 -0.659 1.133  -0.71
O -1.669 -1.228 0.667  -0.72
H 1.782 1.411 -0.631  0.25
H 0.449 3.910 0.348  0.23
H 1.167 -0.987 -0.932  0.23
H 0.127 -2.539 -1.161  0.24
H 0.023 -0.513 1.977  0.48
H -2.423 -0.691 0.734  0.50

---

Entry 8:
Here is C5H6N4S in the gas phase at a distorted geometry from the OMol25 dataset. Energies are from ωB97M-V/def2-TZVPD.

The energy above the lowest of the compared OMol25 structures with the same formula, charge and spin comes out at 1.003 eV. As for the spin multiplicity: 1. The calculation puts the HOMO-LUMO gap at 10.2 eV. The HOMO energy is -9.77 eV. As for the SMILES: [H]/N=C1/C[C@](N)(C#N)/C(=N/[H])S1.

Each line ends with the natural charge from an NBO analysis.
Positions of all 16 atoms, in Å:
H -0.406 -1.859 -3.414  0.36
N 0.280 -1.346 -2.902  -0.62
C -0.048 -0.841 -1.817  0.22
C 0.701 0.126 -0.973  -0.49
C 0.450 -0.159 0.620  -0.02
N 0.716 0.995 1.525  -0.81
C 1.302 -1.239 1.111  0.26
N 1.783 -2.089 1.705  -0.27
C -0.969 -0.816 0.569  0.11
N -1.443 -1.066 1.676  -0.60
H -2.480 -1.454 1.624  0.35
S -1.620 -1.321 -0.971  0.21
H 1.849 0.025 -1.319  0.26
H 0.449 1.097 -1.358  0.26
H -0.001 1.743 1.548  0.39
H 0.913 0.578 2.450  0.39

---

Entry 9:
Here is an isolated ion of composition C5H6NO and charge -1 at a distorted geometry from the OMol25 dataset. Energies are from ωB97M-V/def2-TZVPD.

The energy above the lowest of the compared OMol25 structures with the same formula, charge and spin comes out at 1.168 eV. As for the spin multiplicity: 1. The calculation puts the HOMO-LUMO gap (alpha / beta) at 6.7 / 6.7 eV. The HOMO energy (alpha / beta) is -2.37 / -2.38 eV. As for the charge: -1. As for the SMILES: C=C/C=C\C=N\[O-].

Each line ends with the natural charge from an NBO analysis.
Positions of all 13 atoms, in Å:
C -0.002 -1.768 -0.279  -0.40
C -0.822 -0.807 0.241  -0.25
C -0.868 0.575 0.154  -0.36
C 0.271 1.392 -0.083  -0.18
C 1.562 0.978 -0.104  -0.21
N 2.020 -0.268 -0.068  -0.03
O 3.320 -0.250 0.188  -0.61
H -0.407 -2.845 -0.074  0.14
H 0.844 -1.765 -0.837  0.21
H -1.770 -1.315 0.659  0.17
H -1.892 1.043 0.371  0.18
H 0.063 2.540 -0.017  0.18
H 2.266 1.769 -0.073  0.16

---

Entry 10:
Here is C5H6NO as an isolated structure at a distorted geometry from the OMol25 dataset. Energies are from ωB97M-V/def2-TZVPD.

The energy above the lowest of the compared OMol25 structures with the same formula, charge and spin comes out at 10.041 eV. As for the spin multiplicity: 1. The calculation puts the HOMO-LUMO gap at 8.0 eV. The HOMO energy is -15.70 eV. As for the charge: +1.

Each line ends with the natural charge from an NBO analysis.
Positions of all 13 atoms, in Å:
C 0.891 1.392 -0.930  0.24
C 0.167 1.559 0.133  0.10
C -0.959 0.001 0.653  -0.24
C 0.112 0.046 -0.802  -0.20
C 1.086 -1.108 -0.613  -0.68
N -0.739 1.398 1.081  0.25
O -1.211 1.963 2.020  -0.11
H -2.088 -0.170 0.379  0.29
H -0.630 -0.569 1.395  0.25
H -0.762 0.049 -1.510  0.30
H 0.717 -1.898 0.041  0.24
H 2.135 -0.897 -0.300  0.28
H 1.281 -1.767 -1.548  0.29

---

Entry 11:
Here is an isolated ion of composition C5H6NO and charge +1 at a distorted geometry from the OMol25 dataset. Energies are from ωB97M-V/def2-TZVPD.

The energy above the lowest of the compared OMol25 structures with the same formula, charge and spin comes out at 3.981 eV. As for the spin multiplicity: 1. The calculation puts the HOMO-LUMO gap at 8.8 eV. The HOMO energy is -15.01 eV. As for the charge: +1.

Each line ends with the natural charge from an NBO analysis.
Positions of all 13 atoms, in Å:
C -2.974 -1.437 -0.081  0.45
C -1.986 0.861 0.110  -0.01
C -0.743 1.347 -0.032  0.06
C 0.901 -0.348 0.214  0.57
C 2.180 -0.885 -0.206  -0.75
N -2.412 -0.412 0.019  -0.61
O 0.437 0.695 -0.315  -0.34
H -2.780 1.590 0.255  0.27
H -0.592 2.421 -0.057  0.25
H 0.341 -0.857 1.003  0.22
H 2.344 -0.768 -1.281  0.30
H 2.307 -1.916 0.110  0.28
H 2.977 -0.290 0.260  0.32

---

Entry 12:
Here is an isolated ion of composition C5H6NO2S and charge +1 at a distorted geometry from the OMol25 dataset. Energies are from ωB97M-V/def2-TZVPD.

The energy above the lowest of the compared OMol25 structures with the same formula, charge and spin comes out at 1.027 eV. As for the spin multiplicity: 1. The calculation puts the HOMO-LUMO gap at 10.3 eV. The HOMO energy is -14.85 eV. As for the charge: +1.

Each line ends with the natural charge from an NBO analysis.
Positions of all 15 atoms, in Å:
C -0.504 0.374 0.164  0.37
C 0.577 -2.625 -2.207  0.92
C -0.290 -2.162 0.038  0.14
C -0.532 1.842 0.375  -0.24
C 0.475 2.470 1.334  -0.62
N 0.292 -2.000 -1.227  -0.62
O -0.771 -0.767 0.566  -0.41
O 1.022 -3.116 -3.152  -0.41
S 0.236 1.012 -1.179  0.36
H 0.456 -2.370 0.836  0.24
H -1.207 -2.689 0.035  0.23
H -1.568 2.085 -0.028  0.29
H 0.606 3.475 0.864  0.26
H 1.388 1.981 1.307  0.24
H -0.180 2.490 2.273  0.26

---

Q: spin multiplicity of number 9 (C5H6NO)?
A: 1

---

Copy entry 11 word for word.
Here is an isolated ion of composition C5H6NO and charge +1 at a distorted geometry from the OMol25 dataset. Energies are from ωB97M-V/def2-TZVPD.

The energy above the lowest of the compared OMol25 structures with the same formula, charge and spin comes out at 3.981 eV. As for the spin multiplicity: 1. The calculation puts the HOMO-LUMO gap at 8.8 eV. The HOMO energy is -15.01 eV. As for the charge: +1.

Each line ends with the natural charge from an NBO analysis.
Positions of all 13 atoms, in Å:
C -2.974 -1.437 -0.081  0.45
C -1.986 0.861 0.110  -0.01
C -0.743 1.347 -0.032  0.06
C 0.901 -0.348 0.214  0.57
C 2.180 -0.885 -0.206  -0.75
N -2.412 -0.412 0.019  -0.61
O 0.437 0.695 -0.315  -0.34
H -2.780 1.590 0.255  0.27
H -0.592 2.421 -0.057  0.25
H 0.341 -0.857 1.003  0.22
H 2.344 -0.768 -1.281  0.30
H 2.307 -1.916 0.110  0.28
H 2.977 -0.290 0.260  0.32